Molecular formula: C23H42Cl10F9N3O6PS
Method: DFT, ωB97M-V with the def2-TZVPD basis set

The spin multiplicity is 1. The total charge is -1. Its LUMO energy is 1.77 eV. The calculation puts the HOMO-LUMO gap at 6.4 eV.

Each line ends with the Löwdin charge.
Positions of all 95 atoms, in Å:
C  5.164  1.064  1.893  -0.15
N  4.330  1.090  0.689  -0.14
C  3.268  0.083  0.759  -0.25
N  1.961  0.486  0.265  -0.07
C  1.680  0.266  -1.186  -0.31
C  0.124  0.196  -1.360  -0.11
C  -0.535  1.501  -1.830  -0.18
C  -2.025  1.619  -1.457  -0.16
C  -2.943  0.729  -2.331  -0.07
C  -4.060  0.028  -1.559  -0.44
F  -4.967  -0.349  -2.513  0.08
F  -4.689  0.956  -0.806  0.10
C  -3.617  -1.285  -0.820  -0.42
F  -2.332  -1.508  -1.076  0.12
F  -4.254  -2.323  -1.370  0.12
S  -3.874  -1.375  1.056  0.77
F  -4.381  -2.884  0.957  -0.14
F  -2.402  -1.943  1.265  -0.17
F  -3.305  0.080  1.254  -0.12
F  -5.369  -0.886  0.930  -0.12
F  -4.070  -1.461  2.624  -0.12
C  2.276  1.350  -2.152  -0.67
O  1.881  1.317  -3.352  -0.05
O  3.139  2.126  -1.710  -0.01
N  2.177  -1.013  -1.697  -0.07
C  3.509  -1.065  -2.295  -0.06
C  1.729  -2.176  -1.044  -0.45
C  0.877  -3.124  -1.897  0.01
O  1.913  -2.477  0.117  0.05
P  1.259  1.765  1.045  0.42
O  1.346  3.107  0.483  -0.24
O  2.004  1.778  2.483  -0.14
O  -0.287  1.455  1.418  -0.13
H  5.726  0.129  1.933  0.07
H  4.551  1.211  2.796  0.06
H  5.835  1.923  1.846  0.08
H  3.963  2.033  0.629  0.09
H  3.140  -0.182  1.821  0.10
H  3.652  -0.828  0.307  0.11
H  -0.293  -0.183  -0.421  0.09
H  -0.133  -0.559  -2.098  0.10
H  -0.005  2.411  -1.556  0.11
H  -0.526  1.475  -2.921  0.11
H  -2.204  1.469  -0.392  0.09
H  -2.286  2.659  -1.658  0.12
H  -2.410  0.045  -2.988  0.13
H  -3.495  1.402  -2.990  0.13
H  3.857  -2.110  -2.259  0.09
H  3.491  -0.806  -3.354  0.09
H  4.289  -0.497  -1.773  -0.02
H  0.796  -4.088  -1.393  0.07
H  -0.140  -2.735  -1.954  0.06
H  1.308  -3.272  -2.887  0.08
H  1.662  2.527  2.981  0.08
H  -0.357  0.515  1.641  0.02
Cl  -0.593  -4.036  5.156  0.52
C  -0.097  -4.403  3.480  -0.66
C  1.017  -3.509  3.000  -0.65
Cl  0.489  -1.830  2.786  0.63
H  -0.976  -4.316  2.845  0.06
H  0.234  -5.440  3.470  0.07
H  1.372  -3.850  2.027  0.06
H  1.857  -3.512  3.692  0.07
Cl  8.757  -1.476  0.185  0.51
C  8.006  -1.780  -1.403  -0.69
C  7.643  -0.506  -2.125  -0.64
Cl  6.310  0.347  -1.313  0.69
H  7.132  -2.407  -1.236  -0.04
H  8.729  -2.347  -1.990  0.07
H  7.307  -0.743  -3.135  0.07
H  8.491  0.172  -2.197  0.06
Cl  -8.268  3.302  -2.675  0.54
C  -7.989  2.017  -1.471  -0.67
C  -9.112  1.923  -0.471  -0.66
Cl  -9.174  3.341  0.609  0.53
H  -7.037  2.212  -0.985  0.06
H  -7.906  1.080  -2.020  0.07
H  -8.967  1.049  0.162  0.07
H  -10.078  1.834  -0.962  0.07
Cl  -9.415  8.625  -0.811  0.53
C  -8.581  7.537  0.329  -0.67
C  -8.871  7.888  1.766  -0.67
Cl  -8.138  9.442  2.244  0.53
H  -7.516  7.579  0.115  0.07
H  -8.933  6.528  0.119  0.05
H  -8.451  7.125  2.420  0.07
H  -9.940  7.950  1.951  0.07
Cl  6.430  -4.289  -0.097  0.62
C  7.199  -5.314  1.140  -0.64
C  6.978  -4.786  2.534  -0.66
Cl  7.849  -3.261  2.826  0.53
H  8.259  -5.385  0.905  0.07
H  6.760  -6.306  1.047  0.07
H  7.349  -5.508  3.261  0.07
H  5.922  -4.614  2.731  0.07

=====

Molecular formula: C23H42FN4O6
Method: DFT, ωB97M-V with the def2-TZVPD basis set

The spin multiplicity is 3. The total charge is -1. The energy above the lowest of the compared OMol25 structures with the same formula, charge and spin comes out at 17.8 kcal/mol. Its expectation value of S² is 2.0081. Its LUMO energy (spin up / spin down) is 2.06 / 1.48 eV. The calculation puts the HOMO-LUMO gap (spin up / spin down) at 5.6 / 5.0 eV.

Each line ends with the Löwdin charge.
Positions of all 76 atoms, in Å:
O  6.439  -7.002  -3.754  0.11
C  6.261  -6.534  -2.694  -0.58
O  5.616  -7.203  -1.701  0.08
C  6.690  -5.094  -2.365  -0.09
C  5.501  -4.139  -2.764  -0.27
N  4.828  -3.537  -1.643  -0.01
C  4.021  -4.393  -1.012  -0.65
O  4.373  -5.030  -0.040  0.00
N  2.617  -4.588  -1.384  0.16
C  2.397  -4.739  -2.747  -0.60
O  2.238  -3.886  -3.491  0.19
F  2.346  -6.010  -3.219  0.09
H  6.021  -6.904  -0.875  0.10
H  6.952  -5.034  -1.303  0.11
H  7.585  -4.901  -2.966  0.10
H  4.853  -4.698  -3.470  0.10
H  5.934  -3.315  -3.351  0.10
H  2.290  -5.410  -0.882  0.13
C  0.970  -2.032  0.462  -0.03
C  2.025  -1.058  1.037  -0.47
C  2.554  -1.628  2.355  -0.13
C  1.531  -1.533  3.490  -0.18
C  1.016  -0.104  3.651  -0.14
C  0.515  0.524  2.346  -0.49
N  1.460  0.318  1.214  -0.08
O  2.444  1.150  1.366  -0.02
C  -0.867  -0.047  1.972  -0.04
C  0.249  2.013  2.595  -0.05
C  3.130  -1.059  -0.023  -0.03
H  1.456  -2.850  -0.068  0.06
H  0.357  -2.510  1.227  0.06
H  0.312  -1.533  -0.251  0.09
H  3.462  -1.095  2.655  0.13
H  2.845  -2.671  2.215  0.13
H  0.694  -2.215  3.315  0.10
H  1.993  -1.861  4.425  0.11
H  0.216  -0.088  4.398  0.12
H  1.826  0.507  4.064  0.12
H  -1.185  0.323  0.995  0.08
H  -1.623  0.262  2.698  0.08
H  -0.904  -1.133  1.954  0.06
H  1.121  2.529  2.995  0.08
H  -0.552  2.134  3.327  0.09
H  -0.057  2.518  1.676  0.08
H  2.746  -0.717  -0.986  0.10
H  3.529  -2.061  -0.162  0.05
H  3.978  -0.428  0.243  0.08
C  -5.368  4.971  -1.763  -0.04
C  -4.606  4.927  -0.417  -0.49
C  -3.110  5.108  -0.694  -0.13
C  -2.479  3.875  -1.343  -0.17
C  -2.760  2.619  -0.523  -0.13
C  -4.241  2.418  -0.183  -0.49
N  -4.883  3.664  0.328  -0.08
O  -4.510  3.831  1.559  -0.01
C  -5.012  1.913  -1.419  -0.04
C  -4.355  1.271  0.824  -0.05
C  -5.157  6.131  0.352  -0.05
H  -5.534  6.003  -2.075  0.08
H  -4.824  4.509  -2.585  0.06
H  -6.348  4.498  -1.684  0.09
H  -2.580  5.325  0.239  0.13
H  -2.957  5.976  -1.340  0.12
H  -2.843  3.745  -2.366  0.10
H  -1.399  4.021  -1.427  0.12
H  -2.384  1.744  -1.059  0.13
H  -2.177  2.677  0.402  0.11
H  -6.083  1.862  -1.211  0.09
H  -4.684  0.909  -1.689  0.09
H  -4.867  2.522  -2.308  0.06
H  -3.744  1.434  1.710  0.07
H  -4.011  0.337  0.377  0.09
H  -5.389  1.124  1.143  0.09
H  -6.235  6.039  0.496  0.09
H  -4.967  7.051  -0.203  0.08
H  -4.696  6.257  1.331  0.08

=====

Molecular formula: C23H42NO13P
Method: DFT, ωB97M-V with the def2-TZVPD basis set

The spin multiplicity is 1. Its structure (SMILES) is COCCCO[P@@](=O)(OCCCCn1cccc1)OCCCOC(C)=O.COC(=O)OC.COC(=O)OC. Its LUMO energy is 0.45 eV. The calculation puts the HOMO-LUMO gap at 8.5 eV.

Each line ends with the Löwdin charge.
Positions of all 80 atoms, in Å:
C  -0.463  0.036  2.770  -0.12
O  -1.616  0.977  2.836  -0.25
C  -1.058  2.352  2.614  -0.22
C  -2.284  3.231  1.972  -0.13
C  -2.839  2.616  0.526  -0.23
O  -1.779  2.044  -0.317  -0.28
P  -2.067  2.316  -2.018  0.80
O  -2.415  3.814  -2.380  -0.33
O  -0.533  1.969  -2.846  -0.24
C  0.563  2.512  -2.030  -0.25
C  1.295  1.330  -1.100  -0.15
C  2.599  2.089  -0.405  -0.20
C  3.960  2.030  -1.323  -0.19
N  4.617  0.666  -1.389  -0.19
C  4.689  -0.420  -0.337  -0.03
C  5.596  -1.585  -1.087  -0.08
C  5.992  -1.068  -2.613  -0.07
C  5.300  0.444  -2.755  -0.03
O  -3.193  1.126  -2.599  -0.23
C  -4.484  1.705  -2.996  -0.22
C  -5.551  1.934  -1.768  -0.13
C  -6.051  0.566  -1.018  -0.17
O  -5.341  -0.661  -1.409  -0.13
C  -6.143  -1.518  -2.295  -0.29
C  -6.916  -2.798  -1.615  -0.02
O  -6.262  -1.374  -3.631  -0.03
H  0.520  0.623  3.080  0.10
H  -0.668  -0.835  3.545  0.10
H  -0.345  -0.441  1.687  0.10
H  -0.748  2.869  3.635  0.14
H  -0.159  2.354  1.853  0.12
H  -1.976  4.357  1.720  0.13
H  -3.184  3.282  2.753  0.13
H  -3.413  3.522  0.013  0.12
H  -3.624  1.737  0.718  0.13
H  1.387  2.950  -2.755  0.14
H  0.188  3.409  -1.359  0.12
H  0.573  0.917  -0.262  0.09
H  1.701  0.453  -1.769  0.12
H  2.287  3.240  -0.349  0.12
H  2.735  1.742  0.705  0.10
H  3.734  2.509  -2.377  0.13
H  4.745  2.760  -0.802  0.13
H  4.212  -0.400  0.736  0.11
H  5.928  -2.607  -0.605  0.08
H  6.625  -1.645  -3.437  0.09
H  5.342  1.148  -3.689  0.11
H  -4.418  2.696  -3.617  0.13
H  -4.993  0.906  -3.722  0.14
H  -5.199  2.721  -0.960  0.10
H  -6.523  2.414  -2.266  0.13
H  -7.201  0.366  -1.098  0.14
H  -5.825  0.721  0.143  0.13
H  -6.753  -3.736  -2.331  0.11
H  -8.054  -2.499  -1.527  0.10
H  -6.418  -3.037  -0.568  0.09
C  -5.608  -7.060  3.300  -0.05
O  -4.394  -6.349  3.064  -0.01
C  -4.360  -5.676  1.886  -0.56
O  -5.254  -5.639  1.056  0.10
O  -3.159  -5.052  1.793  -0.01
C  -2.981  -4.299  0.595  -0.05
H  -5.524  -7.560  4.269  0.09
H  -6.457  -6.370  3.341  0.10
H  -5.764  -7.823  2.531  0.10
H  -3.725  -3.498  0.528  0.09
H  -3.033  -4.951  -0.283  0.10
H  -1.988  -3.843  0.627  0.09
C  9.530  1.717  3.548  -0.06
O  9.574  1.857  2.129  -0.01
C  8.841  0.935  1.454  -0.56
O  8.180  0.039  1.955  0.10
O  8.972  1.183  0.127  -0.01
C  8.249  0.284  -0.712  -0.07
H  10.151  2.505  3.984  0.09
H  8.507  1.841  3.916  0.10
H  9.939  0.749  3.853  0.10
H  7.175  0.350  -0.514  0.05
H  8.607  -0.742  -0.577  0.10
H  8.426  0.575  -1.751  0.09

=====

Molecular formula: C23H43Br3ClNO14
Method: DFT, ωB97M-V with the def2-TZVPD basis set

The spin multiplicity is 1. Its structure (SMILES) is C[C@H](Br)[C@H](Br)N(C[C@@H](C)Cl)C(=O)OBr.CCOC(=O)OC.CCOC(=O)OC.CCOC(=O)OC.CCOC(=O)OC. Its LUMO energy is -1.12 eV. The calculation puts the HOMO-LUMO gap at 9.2 eV.

Each line ends with the Löwdin charge.
Positions of all 85 atoms, in Å:
C  -2.950  5.374  0.026  -0.11
C  -3.421  4.964  1.400  -0.67
Cl  -4.083  6.363  2.318  0.64
C  -4.425  3.790  1.439  -0.19
N  -4.662  3.184  0.111  -0.03
C  -4.918  1.811  0.300  -0.78
O  -4.521  1.001  -0.408  0.12
O  -5.671  1.500  1.416  -0.55
Br  -4.962  0.118  2.364  0.90
C  -5.707  3.842  -0.705  -0.64
Br  -7.255  2.683  -1.146  0.81
C  -6.251  5.153  -0.121  -0.74
C  -7.396  5.005  0.890  -0.18
Br  -6.997  6.147  -1.666  0.70
H  -2.724  4.526  -0.602  0.09
H  -3.633  6.023  -0.506  0.07
H  -2.036  5.935  0.149  0.08
H  -2.546  4.678  1.947  0.09
H  -3.921  3.043  2.031  0.12
H  -5.313  4.032  2.002  0.09
H  -5.291  4.053  -1.670  0.06
H  -5.498  5.811  0.263  0.01
H  -7.397  4.039  1.368  0.06
H  -7.200  5.735  1.666  0.07
H  -8.341  5.272  0.458  0.04
C  -3.622  0.471  -3.219  -0.07
C  -2.798  -0.360  -4.179  -0.20
O  -3.618  -1.223  -4.982  0.04
C  -4.264  -0.632  -5.986  -0.61
O  -4.200  0.531  -6.289  0.12
O  -4.996  -1.560  -6.609  0.00
C  -5.808  -1.053  -7.669  -0.04
H  -4.260  -0.167  -2.612  0.07
H  -2.977  1.049  -2.561  0.07
H  -4.272  1.163  -3.756  0.08
H  -2.136  -1.021  -3.621  0.12
H  -2.173  0.263  -4.820  0.12
H  -5.212  -0.490  -8.385  0.09
H  -6.603  -0.428  -7.267  0.10
H  -6.247  -1.912  -8.168  0.09
C  -1.594  -0.747  -0.171  -0.06
C  -1.426  -0.831  1.330  -0.22
O  -0.051  -0.688  1.721  0.04
C  0.420  0.557  1.695  -0.61
O  -0.200  1.550  1.408  0.12
O  1.706  0.519  2.051  0.00
C  2.373  1.782  1.997  -0.04
H  -0.948  -1.475  -0.666  0.09
H  -2.629  -0.942  -0.450  0.07
H  -1.320  0.240  -0.543  0.08
H  -1.736  -1.815  1.678  0.12
H  -2.040  -0.094  1.843  0.07
H  1.844  2.537  2.573  0.10
H  2.480  2.104  0.962  0.10
H  3.362  1.642  2.424  0.08
C  6.415  -1.766  1.679  -0.06
C  5.981  -0.318  1.606  -0.21
O  6.943  0.559  2.212  0.04
C  8.033  0.807  1.486  -0.61
O  8.264  0.388  0.382  0.12
O  8.829  1.609  2.198  0.00
C  10.080  1.902  1.573  -0.04
H  6.636  -2.047  2.710  0.09
H  5.630  -2.419  1.296  0.08
H  7.318  -1.939  1.096  0.08
H  5.059  -0.186  2.171  0.11
H  5.783  -0.010  0.580  0.13
H  9.935  2.297  0.570  0.10
H  10.701  1.008  1.539  0.10
H  10.570  2.653  2.185  0.09
C  5.743  -8.663  0.222  -0.07
C  6.241  -8.311  1.609  -0.21
O  6.011  -6.930  1.923  0.04
C  4.758  -6.614  2.247  -0.61
O  3.827  -7.373  2.316  0.12
O  4.711  -5.299  2.478  0.00
C  3.402  -4.798  2.755  -0.04
H  6.181  -7.994  -0.520  0.08
H  6.008  -9.690  -0.027  0.08
H  4.661  -8.562  0.155  0.07
H  7.319  -8.448  1.660  0.12
H  5.792  -8.948  2.370  0.12
H  2.936  -5.348  3.569  0.10
H  2.782  -4.850  1.861  0.10
H  3.517  -3.758  3.048  0.09

=====

Molecular formula: C23H43Cl2N4NiO7Si
Method: DFT, ωB97M-V with the def2-TZVPD basis set

The spin multiplicity is 3. The total charge is -1. The energy above the lowest of the compared OMol25 structures with the same formula, charge and spin comes out at 116.7 kcal/mol. Its expectation value of S² is 2.0141. Its LUMO energy (spin up / spin down) is 2.37 / 1.91 eV. The calculation puts the HOMO-LUMO gap (spin up / spin down) at 6.9 / 6.0 eV.

Each line ends with the Löwdin charge.
Positions of all 81 atoms, in Å:
C  0.757  3.439  -3.418  -0.01
C  0.617  3.618  -1.912  -0.36
H  -0.180  3.702  -3.913  0.08
H  0.951  2.380  -3.652  0.09
H  1.537  4.084  -3.844  0.09
C  0.713  4.865  -1.279  -0.06
C  0.508  6.166  -1.956  -0.11
H  1.025  4.905  -0.234  0.11
H  -0.232  6.113  -2.770  0.08
H  1.420  6.648  -2.339  0.08
H  0.123  6.883  -1.222  0.07
Ni  0.350  -2.361  -1.210  -0.36
Cl  2.356  -1.993  -1.950  -0.07
C  1.451  -0.904  1.711  -0.37
O  0.244  -0.915  1.444  -0.07
N  1.938  -0.696  2.942  -0.19
C  1.037  -0.504  4.053  -0.05
C  3.354  -0.718  3.209  -0.07
H  2.231  -1.084  0.946  0.11
H  0.118  -1.077  3.888  0.09
H  0.782  0.559  4.176  0.06
H  1.541  -0.843  4.959  0.08
H  3.865  -1.137  2.336  0.10
H  3.546  -1.331  4.095  0.08
H  3.721  0.303  3.384  0.07
H  -1.019  -5.976  2.442  0.09
H  1.527  -6.077  1.299  0.05
C  -1.382  -5.519  1.516  -0.02
C  0.774  -6.269  0.507  -0.06
N  -0.257  -5.267  0.632  -0.16
H  -1.866  -4.572  1.750  0.10
C  -0.173  -4.215  -0.128  -0.32
O  -1.124  -3.463  -0.532  -0.06
H  1.255  -6.155  -0.470  0.09
H  0.865  -3.948  -0.454  0.10
H  -2.124  -6.176  1.048  0.09
H  0.351  -7.274  0.609  0.09
H  -2.792  2.468  -1.668  0.08
H  -1.806  3.910  0.866  0.08
C  -3.489  2.218  -0.858  -0.05
C  -2.657  3.301  1.201  -0.08
N  -2.780  2.084  0.405  -0.19
H  -3.984  1.272  -1.084  0.08
C  -2.756  0.856  1.033  -0.33
O  -3.437  -0.113  0.744  0.01
H  -2.514  3.028  2.253  0.09
H  -2.025  0.834  1.868  0.13
H  -4.216  3.030  -0.756  0.08
H  -3.570  3.900  1.093  0.08
O  -0.395  2.602  -1.402  -0.07
C  0.928  2.302  -1.076  -0.28
C  0.551  2.513  1.446  -0.02
C  1.389  2.403  0.321  -0.18
H  -0.521  2.347  1.332  0.07
C  1.087  2.818  2.687  -0.10
H  1.385  1.490  -1.656  0.11
C  2.781  2.425  0.514  -0.03
H  0.432  2.956  3.567  0.11
C  2.470  2.935  2.857  -0.10
C  3.328  2.690  1.766  -0.09
H  3.415  2.270  -0.361  0.12
H  2.899  3.155  3.847  0.10
H  4.411  2.699  1.889  0.10
Si  -1.691  -1.188  -3.103  0.41
Cl  -0.449  -0.360  -1.342  0.53
C  -3.250  -1.778  -2.238  -0.21
C  -0.610  -2.640  -3.633  -0.23
C  -2.105  -0.280  -4.676  -0.20
H  -3.250  -1.590  -1.152  0.01
H  -3.395  -2.856  -2.410  0.04
H  -4.121  -1.274  -2.688  0.02
H  -2.953  0.406  -4.532  0.03
H  -2.414  -1.038  -5.421  0.04
H  -1.234  0.258  -5.080  0.03
H  -0.152  -3.260  -2.823  0.00
H  0.208  -2.291  -4.270  0.03
H  -1.196  -3.335  -4.249  0.04
O  1.797  -5.347  2.832  -0.10
N  1.971  -4.081  2.778  -0.51
O  2.057  -3.440  3.856  -0.04
O  2.050  -3.492  1.657  -0.04